A cluster of 8 separate species, C62H135N7O9 in total at a distorted geometry. Source: the Open Molecules 2025 dataset; level of theory: ωB97M-V/def2-TZVPD.

Cartesian coordinates (Å):
C (17.967, 20.802, 15.276)
O (17.900, 20.688, 13.832)
C (17.686, 19.359, 13.336)
C (17.472, 19.382, 11.822)
N (16.317, 20.236, 11.585)
C (16.055, 20.263, 10.149)
C (17.066, 21.138, 9.458)
O (16.745, 22.486, 9.748)
C (17.570, 23.536, 9.200)
H (17.103, 20.386, 15.764)
H (18.070, 21.877, 15.439)
H (18.849, 20.254, 15.626)
H (16.764, 19.002, 13.812)
H (18.517, 18.705, 13.640)
H (17.294, 18.372, 11.442)
H (18.366, 19.750, 11.305)
H (16.512, 21.207, 11.928)
H (15.067, 20.669, 10.003)
H (16.102, 19.226, 9.833)
H (16.869, 20.974, 8.379)
H (18.080, 20.874, 9.739)
H (17.160, 24.449, 9.615)
H (17.578, 23.534, 8.108)
H (18.637, 23.408, 9.482)
C (14.832, 17.090, 16.790)
C (15.215, 17.820, 15.520)
O (15.019, 19.228, 15.753)
H (15.334, 17.484, 17.663)
H (15.023, 16.039, 16.748)
H (13.768, 17.197, 17.070)
H (14.533, 17.495, 14.695)
H (16.264, 17.612, 15.252)
H (14.568, 19.560, 14.937)
C (10.220, 17.148, 22.116)
C (10.877, 18.514, 22.017)
C (12.259, 18.566, 22.592)
C (13.272, 17.764, 21.774)
C (13.275, 18.320, 20.363)
C (11.911, 18.318, 19.706)
N (10.996, 19.022, 20.665)
O (9.705, 19.060, 20.051)
C (11.974, 19.203, 18.419)
C (11.530, 16.897, 19.216)
C (10.057, 19.602, 22.702)
H (9.881, 16.877, 23.118)
H (10.867, 16.315, 21.833)
H (9.302, 17.044, 21.511)
H (12.593, 19.626, 22.545)
H (12.310, 18.155, 23.634)
H (13.077, 16.700, 21.854)
H (14.295, 17.911, 22.156)
H (14.001, 17.872, 19.664)
H (13.632, 19.346, 20.386)
H (10.968, 19.376, 18.061)
H (12.515, 20.130, 18.606)
H (12.581, 18.726, 17.667)
H (12.023, 16.174, 19.843)
H (10.521, 16.602, 19.038)
H (12.008, 16.814, 18.226)
H (8.984, 19.560, 22.459)
H (10.421, 20.569, 22.311)
H (10.267, 19.671, 23.774)
H (9.649, 19.998, 19.734)
C (11.478, 18.704, 13.698)
C (12.029, 19.403, 12.424)
C (11.063, 20.324, 11.741)
C (10.709, 21.562, 12.576)
C (11.994, 22.343, 12.750)
C (12.992, 21.531, 13.568)
N (13.178, 20.307, 12.678)
O (14.268, 19.611, 13.093)
C (14.297, 22.266, 13.565)
C (12.572, 21.274, 15.027)
C (12.515, 18.351, 11.416)
H (11.024, 17.783, 13.281)
H (10.760, 19.256, 14.329)
H (12.324, 18.394, 14.345)
H (11.502, 20.676, 10.789)
H (10.127, 19.790, 11.460)
H (10.113, 21.375, 13.474)
H (10.042, 22.169, 11.961)
H (11.786, 23.258, 13.281)
H (12.359, 22.500, 11.738)
H (14.241, 23.189, 14.160)
H (15.162, 21.668, 13.817)
H (14.597, 22.602, 12.557)
H (11.514, 21.129, 15.116)
H (13.244, 20.574, 15.568)
H (12.739, 22.218, 15.576)
H (11.642, 17.818, 11.022)
H (13.180, 17.594, 11.820)
H (13.067, 18.822, 10.584)
H (15.039, 19.796, 12.483)
C (13.096, 10.312, 21.766)
C (13.812, 10.396, 20.391)
C (13.098, 11.351, 19.485)
C (13.339, 12.791, 19.840)
C (14.850, 13.082, 19.856)
C (15.505, 12.222, 20.889)
N (15.245, 10.778, 20.456)
O (15.876, 9.945, 21.419)
C (17.013, 12.371, 20.629)
C (15.249, 12.637, 22.326)
C (13.716, 8.969, 19.778)
H (13.701, 9.736, 22.453)
H (12.087, 9.920, 21.535)
H (12.945, 11.329, 22.200)
H (13.492, 11.220, 18.467)
H (12.078, 11.004, 19.395)
H (12.917, 13.131, 20.784)
H (12.829, 13.440, 19.113)
H (15.041, 14.129, 20.082)
H (15.236, 12.937, 18.846)
H (17.263, 12.195, 19.576)
H (17.415, 13.344, 20.905)
H (17.592, 11.638, 21.187)
H (15.454, 11.849, 23.048)
H (15.897, 13.462, 22.659)
H (14.276, 13.093, 22.491)
H (13.963, 9.003, 18.704)
H (12.724, 8.513, 19.828)
H (14.313, 8.213, 20.285)
H (16.617, 9.547, 20.918)
C (21.215, 14.290, 18.640)
C (20.541, 14.726, 17.358)
C (19.286, 15.433, 17.770)
C (18.693, 16.164, 16.584)
C (19.740, 17.185, 16.088)
C (21.005, 16.472, 15.599)
N (21.517, 15.683, 16.715)
O (22.648, 14.956, 16.213)
C (20.763, 15.745, 14.252)
C (22.084, 17.490, 15.338)
C (20.309, 13.417, 16.475)
H (22.044, 13.582, 18.522)
H (20.529, 13.952, 19.417)
H (21.678, 15.183, 19.091)
H (18.629, 14.755, 18.261)
H (19.487, 16.221, 18.479)
H (17.872, 16.735, 17.022)
H (18.218, 15.541, 15.849)
H (19.946, 17.869, 16.914)
H (19.297, 17.849, 15.331)
H (21.513, 15.006, 14.021)
H (19.792, 15.251, 14.164)
H (20.855, 16.525, 13.473)
H (22.358, 18.023, 16.253)
H (22.933, 17.077, 14.810)
H (21.703, 18.228, 14.644)
H (21.306, 13.071, 16.281)
H (19.746, 13.568, 15.525)
H (19.752, 12.770, 17.153)
H (23.368, 15.506, 16.564)
C (9.058, 15.630, 14.034)
C (9.985, 14.431, 14.106)
C (11.421, 14.760, 14.416)
C (11.572, 15.215, 15.865)
C (11.122, 14.161, 16.836)
C (9.667, 13.802, 16.592)
N (9.507, 13.462, 15.164)
O (8.246, 13.040, 14.871)
C (9.451, 12.548, 17.415)
C (8.724, 14.840, 17.065)
C (9.944, 13.724, 12.766)
H (8.038, 15.360, 14.287)
H (9.135, 16.004, 12.985)
H (9.415, 16.402, 14.707)
H (12.025, 13.835, 14.313)
H (11.724, 15.482, 13.674)
H (11.062, 16.197, 15.990)
H (12.618, 15.503, 15.976)
H (11.307, 14.485, 17.854)
H (11.764, 13.298, 16.653)
H (8.436, 12.149, 17.279)
H (10.155, 11.777, 17.103)
H (9.585, 12.775, 18.485)
H (8.892, 15.901, 16.856)
H (7.681, 14.615, 16.813)
H (8.702, 14.831, 18.155)
H (10.238, 14.408, 11.991)
H (8.918, 13.440, 12.650)
H (10.622, 12.884, 12.742)
H (8.190, 12.091, 14.891)
C (17.771, 18.857, 18.748)
C (17.439, 20.224, 19.337)
C (18.721, 21.075, 19.215)
C (18.434, 22.518, 19.572)
C (17.423, 23.010, 18.506)
C (16.125, 22.269, 18.500)
N (16.450, 20.800, 18.366)
O (15.243, 20.122, 18.387)
C (15.179, 22.661, 19.710)
C (15.457, 22.651, 17.188)
C (16.983, 20.112, 20.814)
H (18.574, 18.343, 19.302)
H (17.991, 18.979, 17.683)
H (16.959, 18.164, 18.914)
H (19.419, 20.627, 19.923)
H (19.044, 20.973, 18.199)
H (19.346, 23.046, 19.319)
H (18.170, 22.753, 20.600)
H (17.898, 22.890, 17.523)
H (17.187, 24.070, 18.607)
H (14.529, 21.840, 20.047)
H (15.832, 23.079, 20.466)
H (14.606, 23.510, 19.392)
H (14.571, 22.059, 17.032)
H (15.100, 23.699, 17.182)
H (16.136, 22.547, 16.347)
H (17.589, 19.339, 21.306)
H (15.917, 19.872, 20.953)
H (17.099, 21.008, 21.426)
H (15.133, 19.816, 17.464)

Properties
**HOMO energy**: -7.978 eV
**E_tot**: -95333.5373 eV
**LUMO energy**: 0.5 eV
**Structure (SMILES)**: CC1(C)CCCC(C)(C)N1O.CC1(C)CCCC(C)(C)N1O.CC1(C)CCCC(C)(C)N1O.CC1(C)CCCC(C)(C)N1O.CC1(C)CCCC(C)(C)N1O.CC1(C)CCCC(C)(C)N1O.COCCNCCOC.CCO
**Strongest force on any atom**: 2.965 eV/A
**Energy relative to the best compared isomer or geometry (same formula, charge and spin)**: 0.0 kcal/mol
**Frontier orbital gap**: 0.311 hartree

Here are the Löwdin charges for atoms 1 to 99, given in e: number 1, C, carries -0.070; number 2, O, carries -0.193; number 3, C, carries -0.190; number 4, C, carries -0.171; number 5, N, carries -0.074; number 6, C, carries -0.180; number 7, C, carries -0.228; number 8, O, carries -0.201; number 9, C, carries -0.077; number 10, H, carries 0.053; number 11, H, carries 0.084; number 12, H, carries 0.079; number 13, H, carries 0.091; number 14, H, carries 0.108; number 15, H, carries 0.132; number 16, H, carries 0.112; number 17, H, carries 0.137; number 18, H, carries 0.118; number 19, H, carries 0.123; number 20, H, carries 0.133; number 21, H, carries 0.109; number 22, H, carries 0.085; number 23, H, carries 0.080; number 24, H, carries 0.091; number 25, C, carries -0.078; number 26, C, carries -0.257; number 27, O, carries -0.144; number 28, H, carries 0.044; number 29, H, carries 0.071; number 30, H, carries 0.048; number 31, H, carries 0.120; number 32, H, carries 0.097; number 33, H, carries 0.047; number 34, C, carries -0.021; number 35, C, carries -0.565; number 36, C, carries -0.142; number 37, C, carries -0.172; number 38, C, carries -0.156; number 39, C, carries -0.452; number 40, N, carries -0.096; number 41, O, carries -0.048; number 42, C, carries -0.016; number 43, C, carries -0.014; number 44, C, carries -0.042; number 45, H, carries 0.086; number 46, H, carries 0.066; number 47, H, carries 0.091; number 48, H, carries 0.135; number 49, H, carries 0.140; number 50, H, carries 0.096; number 51, H, carries 0.112; number 52, H, carries 0.120; number 53, H, carries 0.095; number 54, H, carries 0.077; number 55, H, carries 0.080; number 56, H, carries 0.049; number 57, H, carries 0.064; number 58, H, carries 0.069; number 59, H, carries 0.055; number 60, H, carries 0.086; number 61, H, carries 0.091; number 62, H, carries 0.084; number 63, H, carries 0.126; number 64, C, carries -0.002; number 65, C, carries -0.507; number 66, C, carries -0.152; number 67, C, carries -0.181; number 68, C, carries -0.143; number 69, C, carries -0.474; number 70, N, carries -0.101; number 71, O, carries -0.104; number 72, C, carries -0.038; number 73, C, carries -0.009; number 74, C, carries -0.031; number 75, H, carries 0.064; number 76, H, carries 0.080; number 77, H, carries 0.080; number 78, H, carries 0.127; number 79, H, carries 0.131; number 80, H, carries 0.106; number 81, H, carries 0.109; number 82, H, carries 0.120; number 83, H, carries 0.122; number 84, H, carries 0.098; number 85, H, carries 0.065; number 86, H, carries 0.092; number 87, H, carries 0.059; number 88, H, carries 0.075; number 89, H, carries 0.086; number 90, H, carries 0.085; number 91, H, carries 0.074; number 92, H, carries 0.085; number 93, H, carries 0.048; number 94, C, carries -0.020; number 95, C, carries -0.522; number 96, C, carries -0.160; number 97, C, carries -0.170; number 98, C, carries -0.143; number 99, C, carries -0.501